Formula: C4H7NO2
Source: the OMol25 dataset
Level of theory: wB97M-V/def2-TZVPD

For the HOMO energy, the calculation gives -10.37 eV. As for the HOMO-LUMO gap: 11.32 eV. Its energy above the lowest of the compared OMol25 structures with the same formula, charge and spin is 26.9 kcal/mol.

Each atom is followed by the atoms it is bonded to, with distances in Å.
Cartesian coordinates (Å):
1 C 2.24 -0.82 0.16  N2 1.449, H8 1.101, H9 1.095, H10 1.095
2 N 0.86 -0.49 -0.15  C1 1.449, C3 1.257
3 C -0.01 -0.89 0.67  N2 1.257, O4 1.354, H11 1.097
4 O -1.34 -0.71 0.50  C3 1.354, C5 1.398
5 C -1.87 0.13 -0.48  O4 1.398, C6 1.503, O7 1.195
6 C -1.37 1.55 -0.46  C5 1.503, H12 1.096, H13 1.090, H14 1.092
7 O -2.76 -0.29 -1.16  C5 1.195
8 H 2.36 -1.37 1.11  C1 1.101
9 H 2.65 -1.43 -0.64  C1 1.095
10 H 2.84 0.10 0.21  C1 1.095
11 H 0.17 -1.46 1.58  C3 1.097
12 H -1.55 1.98 0.53  C6 1.096
13 H -1.92 2.12 -1.21  C6 1.090
14 H -0.30 1.57 -0.67  C6 1.092

Formula: C4H7NO2
Source: the OMol25 dataset
Level of theory: wB97M-V/def2-TZVPD

For the HOMO energy, the calculation gives -9.65 eV. As for the HOMO-LUMO gap: 10.06 eV. Its energy above the lowest of the compared OMol25 structures with the same formula, charge and spin is 61.4 kcal/mol.

Each atom is followed by the atoms it is bonded to, with distances in Å.
Cartesian coordinates (Å):
1 C 0.93 -0.08 1.49  C2 1.530, H8 1.092, H9 1.088, H10 1.109
2 C 0.29 -0.77 0.28  C1 1.530, C3 1.456, N4 1.721, H11 1.078
3 C -1.13 -0.70 -0.01  C2 1.456, N4 1.449, H12 1.084, H13 1.081
4 N -0.42 -0.18 -1.17  C2 1.721, C3 1.449, C5 1.582, H14 1.034
5 C -0.06 1.35 -1.36  N4 1.582, O6 1.215, O7 1.222
6 O -0.12 1.68 -2.53  C5 1.215
7 O 0.25 1.79 -0.26  C5 1.222
8 H 0.28 0.64 1.98  C1 1.092
9 H 1.88 0.42 1.27  C1 1.088
10 H 1.15 -0.89 2.21  C1 1.109
11 H 0.86 -1.63 -0.06  C2 1.078
12 H -1.71 0.05 0.50  C3 1.084
13 H -1.62 -1.64 -0.21  C3 1.081
14 H -0.63 -0.66 -2.06  N4 1.034

Formula: C4H7NO2
Source: the OMol25 dataset
Level of theory: wB97M-V/def2-TZVPD

For the HOMO energy, the calculation gives -8.71 eV. As for the HOMO-LUMO gap: 9.18 eV. Its energy above the lowest of the compared OMol25 structures with the same formula, charge and spin is 79.9 kcal/mol.

Each atom is followed by the atoms it is bonded to, with distances in Å.
Cartesian coordinates (Å):
1 C -1.31 1.47 0.41  N2 1.217, H5 1.173, H6 1.107
2 N -1.56 0.44 -0.19  C1 1.217, C3 1.398
3 C -1.85 -0.91 0.00  N2 1.398, O4 1.183, H7 1.167
4 O -1.15 -1.83 0.28  C3 1.183
5 H -1.22 1.52 1.58  C1 1.173
6 H -1.27 2.48 -0.04  C1 1.107
7 H -2.93 -1.20 -0.32  C3 1.167
8 C 1.95 0.71 -0.11  C9 1.325, H11 1.099, H12 1.057
9 C 1.47 -0.46 -0.51  C8 1.325, O10 1.359, H13 1.082
10 O 1.81 -1.59 0.17  C9 1.359, H14 1.006
11 H 1.49 1.64 -0.49  C8 1.099
12 H 2.58 0.61 0.73  C8 1.057
13 H 0.83 -0.59 -1.37  C9 1.082
14 H 1.16 -2.29 -0.14  O10 1.006